(1)
{
  "formula": "C35H29AlClF5N3O6S2Te",
  "method": "the ωB97M-V functional and the def2-TZVPD basis",
  "gap_ev": 7.9,
  "e_homo_ev": -5.9,
  "charge": -1,
  "e_above_lowest_kj_mol": 628.1,
  "elements": ["Al", "C", "C", "C", "C", "C", "C", "C", "S", "O", "O", "N", "C", "C", "C", "C", "C", "C", "C", "C", "N", "C", "H", "H", "H", "H", "H", "H", "H", "H", "H", "H", "H", "H", "H", "F", "Te", "F", "F", "F", "F", "O", "N", "S", "C", "C", "C", "C", "C", "C", "C", "C", "C", "C", "C", "C", "H", "H", "H", "H", "H", "H", "H", "H", "H", "H", "H", "O", "C", "C", "C", "C", "C", "C", "C", "O", "O", "H", "H", "H", "H", "H", "Cl"],
  "xyz": [[-0.28776, -0.75216, -0.83679], [5.81174, -3.29756, 2.07771], [4.84204, -2.98946, 0.97841], [3.74714, -2.17256, 1.22311], [2.85974, -1.85886, 0.21021], [3.07264, -2.36216, -1.05459], [4.16584, -3.15906, -1.33539], [5.03884, -3.47646, -0.31089], [2.03764, -1.74836, -2.37509], [2.83774, -1.68086, -3.56069], [0.74404, -2.44516, -2.84029], [1.46574, -0.34136, -1.82569], [2.35164, 0.71234, -1.82729], [3.69924, 0.59684, -2.12269], [4.53314, 1.71344, -2.21389], [4.06294, 2.97724, -1.99009], [2.72344, 3.14454, -1.59649], [2.17214, 4.40394, -1.27939], [0.89844, 4.47664, -0.78849], [0.16864, 3.28364, -0.65639], [0.61394, 2.11854, -1.03109], [1.86644, 2.01174, -1.48649], [5.33194, -3.19676, 3.04771], [6.64254, -2.59096, 2.03871], [6.21044, -4.30426, 1.97751], [3.55734, -1.79876, 2.21741], [2.02164, -1.21226, 0.40751], [4.29764, -3.53266, -2.33679], [5.87524, -4.12826, -0.51329], [4.12784, -0.36646, -2.32939], [5.57014, 1.55804, -2.46989], [4.70404, 3.84244, -2.08249], [2.77624, 5.29374, -1.40569], [0.44144, 5.41604, -0.51029], [-0.81006, 3.28964, -0.20469], [1.73094, -4.40326, -1.59299], [0.57124, -3.84366, 0.06631], [1.96694, -4.16686, 1.70631], [-0.65786, -4.42986, 1.58351], [0.92944, -5.75656, 0.23141], [-0.84676, -4.69536, -0.99559], [-0.26816, -2.19586, -1.89639], [-1.59726, 0.47274, -1.50299], [-2.71296, 0.67044, -0.38059], [-3.19726, 2.42024, -0.29309], [-3.90806, 2.74064, 0.85251], [-4.38376, 4.02684, 1.03731], [-4.15026, 4.99374, 0.07311], [-3.43776, 4.67324, -1.06879], [-2.95206, 3.38734, -1.25199], [-4.23896, 0.24374, -1.29409], [-4.65316, 0.92044, -2.42939], [-5.78976, 0.50824, -3.10419], [-6.51016, -0.58456, -2.64929], [-6.08776, -1.26386, -1.51819], [-4.95346, -0.85086, -0.83959], [-1.70856, 1.01084, -2.34679], [-4.06526, 1.97054, 1.59091], [-4.93166, 4.27854, 1.93361], [-4.52516, 5.99634, 0.20981], [-3.26186, 5.42524, -1.82289], [-2.36936, 3.15054, -2.12929], [-4.10206, 1.77474, -2.79269], [-6.10996, 1.04194, -3.98939], [-7.39076, -0.91306, -3.18519], [-6.63626, -2.12346, -1.16679], [-4.59506, -1.38006, 0.02741], [0.55294, -2.09976, 2.19931], [0.14534, -1.35936, 3.22301], [0.06924, -1.89486, 4.51291], [-0.30576, -1.10866, 5.58041], [-0.61886, 0.23214, 5.38991], [-0.60116, 0.75694, 4.11361], [-0.21876, -0.01416, 3.01721], [-0.40036, 0.52444, 1.64091], [-1.19976, 1.43524, 1.43931], [0.25134, -0.04496, 0.68271], [0.65554, -3.04746, 2.42201], [0.28414, -2.94686, 4.64461], [-0.36396, -1.54326, 6.56871], [-0.90606, 0.84764, 6.23151], [-0.89086, 1.78034, 3.92901], [-1.78206, -2.04066, 0.14881]]
}

***

(2)
{
  "formula": "C18H10ClF2NO5S2V",
  "method": "the ωB97M-V functional and the def2-TZVPD basis",
  "gap_ev": [4.3, 7.0],
  "e_homo_ev": [0.0, -2.6],
  "charge": -2,
  "e_above_lowest_kj_mol": 0.0,
  "multiplicity": 4,
  "s2": 3.79,
  "elements": ["V", "F", "C", "C", "C", "C", "C", "F", "C", "C", "C", "C", "C", "C", "N", "H", "H", "H", "H", "H", "H", "Cl", "C", "C", "C", "C", "C", "C", "C", "O", "O", "H", "H", "H", "H", "O", "S", "O", "O", "S"],
  "xyz": [[-0.42173, -0.48856, 0.33790], [4.56314, -1.14369, -1.93174], [3.79052, -0.99059, -0.82007], [2.42161, -0.96039, -0.93728], [1.59994, -0.80514, 0.19934], [2.26333, -0.70810, 1.45283], [3.64459, -0.73752, 1.50188], [4.29613, -0.62770, 2.69151], [4.44426, -0.87186, 0.38874], [1.34808, -0.59361, 2.60104], [1.67067, -0.59814, 3.94947], [0.67386, -0.52013, 4.91860], [-0.66891, -0.45983, 4.49779], [-0.95197, -0.46003, 3.16150], [0.02275, -0.51442, 2.19069], [2.00216, -1.06439, -1.93350], [5.52491, -0.88985, 0.46352], [2.71135, -0.67808, 4.23666], [0.93002, -0.52054, 5.97386], [-1.48251, -0.42536, 5.21258], [-1.96814, -0.46608, 2.79997], [-3.61792, 0.65820, -5.82281], [-2.62882, 1.11675, -4.44025], [-2.70304, 2.41295, -3.95416], [-1.91211, 2.76834, -2.86796], [-1.07750, 1.84024, -2.25810], [-1.02944, 0.55789, -2.76654], [-1.79557, 0.18189, -3.86079], [-0.28296, 2.27454, -1.04051], [0.05878, 3.45430, -1.02474], [-0.04680, 1.42131, -0.08928], [-3.37095, 3.12823, -4.41984], [-1.93043, 3.77646, -2.47201], [-0.39794, -0.18447, -2.30598], [-1.75603, -0.82889, -4.24232], [-3.92294, -2.01368, -0.82629], [-2.94315, -1.55894, 0.14228], [-3.37754, -1.70601, 1.52817], [-2.48039, -0.13806, -0.12101], [-1.19931, -2.63705, -0.11318]]
}

***

(3)
{
  "formula": "C5H10N",
  "method": "the ωB97M-V functional and the def2-TZVPD basis",
  "gap_ev": 8.6,
  "e_homo_ev": -14.1,
  "charge": 1,
  "e_above_lowest_kj_mol": 397.5,
  "elements": ["C", "C", "C", "C", "C", "N", "H", "H", "H", "H", "H", "H", "H", "H", "H", "H"],
  "xyz": [[-1.02824, -1.98932, -0.38266], [0.02733, 0.21367, -0.25445], [-2.03870, 1.14378, -0.33873], [2.06698, -0.13461, 0.78408], [1.24908, 0.85030, -0.05678], [-0.34710, -0.94496, -0.33159], [-1.29055, -2.38468, 0.61143], [-1.55362, -2.45596, -1.18738], [-2.58453, 0.26134, -0.04580], [-1.92314, 2.02052, 0.30330], [-1.90094, 1.32654, -1.36348], [2.37806, -0.93070, 0.13597], [2.81430, 0.53218, 1.22916], [1.39489, -0.51396, 1.53430], [1.14612, 1.87438, 0.43584], [1.59005, 1.13146, -1.07319]]
}

***

(4)
{
  "formula": "C8H11N2S2",
  "method": "the ωB97M-V functional and the def2-TZVPD basis",
  "gap_ev": [5.7, 5.7],
  "e_homo_ev": [-11.4, -11.4],
  "charge": 1,
  "e_above_lowest_kj_mol": 266.0,
  "elements": ["C", "C", "C", "C", "C", "C", "C", "C", "N", "N", "S", "S", "H", "H", "H", "H", "H", "H", "H", "H", "H", "H", "H"],
  "xyz": [[1.68041, 2.20361, -0.59310], [0.77647, 1.33568, -1.07758], [2.53824, 1.71904, 0.46631], [2.26718, 0.50465, 1.05022], [0.60698, 0.04295, -0.53587], [-2.51442, 1.02200, 0.31612], [1.31000, -1.73569, 1.05747], [-3.41328, -1.59751, -0.50398], [1.33666, -0.35226, 0.60257], [-0.30079, -0.70946, -0.99203], [-1.50470, 2.24442, 0.22137], [-3.76322, -0.08356, 0.57205], [1.70494, 3.24788, -0.92437], [-0.00426, 1.66784, -1.74909], [3.41800, 2.31255, 0.77601], [2.91247, 0.15100, 1.85377], [2.36263, -2.17864, 0.99893], [0.93138, -1.77185, 2.14957], [0.56596, -2.17327, 0.37808], [-2.52797, -1.44290, -1.10285], [-4.38751, -1.58334, -1.07889], [-3.30304, -2.51577, 0.00579], [-0.69213, -0.30739, -1.89049]]
}

***

(5)
{
  "formula": "C25H46B12Br6CuN6",
  "method": "the ωB97M-V functional and the def2-TZVPD basis",
  "gap_ev": [4.6, 4.4],
  "e_homo_ev": [-14.5, -14.5],
  "charge": 2,
  "multiplicity": 2,
  "s2": 0.76,
  "elements": ["Cu", "C", "C", "C", "C", "N", "N", "B", "N", "N", "C", "C", "C", "C", "C", "C", "C", "C", "N", "N", "C", "C", "C", "C", "C", "C", "C", "C", "C", "C", "C", "C", "H", "H", "H", "H", "H", "H", "H", "H", "H", "H", "H", "H", "H", "H", "H", "H", "H", "H", "H", "H", "H", "H", "H", "H", "H", "H", "H", "H", "H", "H", "H", "H", "H", "H", "H", "H", "H", "H", "H", "H", "Br", "B", "B", "C", "B", "B", "B", "B", "B", "Br", "B", "Br", "B", "Br", "B", "Br", "B", "Br", "H", "H", "H", "H", "H", "H"],
  "xyz": [[0.22150, 0.12180, 0.08850], [4.10470, -3.22330, -0.04260], [3.51880, -1.86570, -0.02120], [4.18230, -0.64570, -0.02880], [3.20230, 0.35270, 0.00470], [2.02920, -0.27780, 0.02270], [2.19980, -1.59920, 0.00540], [0.94340, -2.49660, 0.02130], [0.13680, -2.11290, -1.23570], [0.04490, -0.82320, -1.64660], [-0.38310, -0.79230, -2.91380], [-0.64700, -2.10980, -3.29560], [-0.29060, -2.91610, -2.22810], [-0.38160, -4.38840, -2.13600], [-0.35010, 0.41170, -3.80810], [0.64980, 0.09190, -4.93340], [0.14750, 1.62570, -3.02420], [-1.71330, 0.71590, -4.43620], [0.21250, -2.14540, 1.32780], [0.19830, -0.87140, 1.79520], [-0.18700, -0.87080, 3.07230], [-0.46030, -2.19720, 3.42610], [-0.18710, -2.97290, 2.31070], [-0.34370, -4.43430, 2.16090], [-0.19370, 0.31010, 3.98970], [-1.62600, 0.61930, 4.43560], [0.42170, 1.52900, 3.30270], [0.65840, -0.04210, 5.22050], [3.41700, 1.83510, 0.01800], [2.07840, 2.57920, 0.03830], [4.21090, 2.24120, -1.23120], [4.23260, 2.21130, 1.26280], [5.18920, -3.14710, -0.04360], [3.79300, -3.77230, -0.92980], [3.79910, -3.79250, 0.83380], [5.24140, -0.48490, -0.04660], [1.23230, -3.63070, -0.00190], [-1.00510, -2.43860, -4.24740], [-0.87520, -4.77030, -3.02430], [-0.95270, -4.67880, -1.25690], [0.60370, -4.84370, -2.06470], [1.60590, -0.23540, -4.53120], [0.81650, 0.98170, -5.53390], [0.26730, -0.68940, -5.58280], [1.17510, 1.45920, -2.70970], [-0.47590, 1.80530, -2.14850], [0.11560, 2.51130, -3.65250], [-2.20510, -0.19360, -4.77660], [-1.57220, 1.36520, -5.29690], [-2.35700, 1.23450, -3.72780], [-0.76870, -2.54940, 4.38910], [-0.83750, -4.83650, 3.04020], [0.61770, -4.93090, 2.05230], [-0.94440, -4.65430, 1.28210], [-2.20590, 1.02110, 3.60660], [-1.60840, 1.36110, 5.23020], [-2.12120, -0.27200, 4.81480], [-0.18330, 1.84550, 2.45520], [1.42880, 1.29390, 2.96590], [0.47600, 2.35900, 4.00160], [0.23510, -0.87880, 5.76540], [0.70250, 0.81240, 5.89080], [1.67080, -0.29740, 4.92420], [1.50270, 2.36450, -0.85760], [2.25280, 3.65070, 0.07140], [1.49820, 2.30610, 0.91720], [3.69760, 1.94740, -2.14270], [5.19600, 1.78440, -1.22640], [4.34180, 3.31950, -1.24370], [3.72570, 1.90460, 2.17370], [4.37370, 3.28820, 1.29320], [5.21220, 1.74330, 1.23580], [-3.14680, -2.56840, -0.08510], [-4.43540, -1.13910, -0.35880], [-5.68140, -1.18620, -1.65040], [-5.90930, 0.45470, -2.09990], [-4.32010, -0.04950, -1.74700], [-4.90950, 1.57280, -1.28090], [-6.64000, 1.42330, -0.90980], [-7.11310, -0.27430, -1.16010], [-6.22030, -1.28980, 0.04480], [-6.95340, -2.92890, 0.82060], [-6.83630, 0.35170, 0.50570], [-8.27190, 0.60190, 1.80270], [-5.41870, 1.50800, 0.42460], [-5.23340, 3.02810, 1.63800], [-3.96750, 0.57680, -0.14110], [-2.09810, 1.13210, 0.36520], [-5.12960, -0.19650, 1.02270], [-4.69020, -0.61720, 2.88430], [-5.76440, -2.05780, -2.42390], [-6.13220, 0.67020, -3.13430], [-3.53610, -0.17740, -2.59870], [-4.49860, 2.53050, -1.81390], [-7.36700, 2.29580, -1.18330], [-8.15110, -0.54670, -1.61860]]
}

***

(6)
{
  "formula": "C5H6Si",
  "method": "the ωB97M-V functional and the def2-TZVPD basis",
  "gap_ev": 8.5,
  "e_homo_ev": -8.2,
  "smiles": "c1cc[siH]cc1",
  "e_above_lowest_kj_mol": 0.0,
  "elements": ["C", "C", "C", "C", "C", "Si", "H", "H", "H", "H", "H", "H"],
  "xyz": [[-0.97334, 1.11892, -0.07463], [0.41350, 1.55421, 0.04207], [-1.39636, -0.18720, 0.08643], [0.92194, -1.28012, -0.03703], [-0.48456, -1.27303, -0.04167], [1.67777, 0.37042, 0.04289], [-1.80767, 1.84551, 0.06601], [0.60607, 2.62217, 0.16080], [-2.48947, -0.35419, 0.19486], [1.32742, -2.30293, 0.10582], [-0.96185, -2.33849, -0.16182], [3.16656, 0.22473, -0.38372]]
}